Computed, not measured: a 15-piece molecular cluster, C66H173N11O22 overall at a distorted geometry, with ωB97M-V with the def2-TZVPD basis set.

Geometry as XYZ:
```
272
C66H173N11O22 ωB97M-V with the def2-TZVPD basis set
C -0.081 2.242 8.796
C -1.531 1.733 8.649
C -2.041 1.540 7.196
O -1.130 0.750 6.364
C -1.665 0.624 5.105
N -1.518 0.372 9.232
H 0.649 1.718 8.179
H 0.332 2.183 9.804
H 0.136 3.254 8.454
H -2.257 2.323 9.209
H -2.042 2.507 6.694
H -3.076 1.200 7.168
H -1.670 1.543 4.519
H -2.666 0.229 4.928
H -0.993 -0.005 4.520
H -0.842 -0.024 8.594
H -2.306 -0.214 8.999
C -0.726 6.185 -5.084
C -2.086 6.306 -4.348
C -2.225 5.244 -3.199
O -2.317 3.928 -3.772
C -2.910 2.928 -2.963
N -2.213 7.689 -3.896
H -0.850 6.691 -6.041
H -0.429 5.145 -5.224
H 0.063 6.662 -4.503
H -2.844 6.082 -5.099
H -3.145 5.361 -2.625
H -1.438 5.208 -2.446
H -3.780 3.236 -2.383
H -2.233 2.616 -2.168
H -3.200 2.027 -3.505
H -1.408 7.828 -3.302
H -2.948 7.592 -3.211
C 5.053 0.815 3.343
C 4.680 2.242 2.883
C 3.159 2.404 2.474
O 2.834 1.454 1.413
C 3.519 1.623 0.165
N 4.895 3.027 4.107
H 6.124 0.901 3.525
H 4.860 0.047 2.595
H 4.542 0.578 4.276
H 5.252 2.536 2.003
H 3.022 3.445 2.182
H 2.511 2.152 3.314
H 3.184 2.584 -0.225
H 3.412 0.832 -0.578
H 4.591 1.710 0.345
H 5.639 2.490 4.528
H 4.156 2.630 4.671
C -2.713 -4.558 -5.484
C -2.681 -3.449 -4.458
C -2.249 -2.154 -5.190
O -2.535 -0.979 -4.449
C -1.688 -0.814 -3.321
N -4.043 -3.326 -3.982
H -3.292 -5.384 -5.071
H -1.730 -4.959 -5.731
H -3.120 -4.255 -6.449
H -1.993 -3.621 -3.630
H -2.678 -2.075 -6.188
H -1.191 -2.150 -5.453
H -2.138 -0.029 -2.713
H -0.693 -0.478 -3.616
H -1.548 -1.690 -2.688
H -4.116 -2.609 -3.275
H -4.585 -2.824 -4.670
C -0.889 9.090 5.222
O -1.518 9.169 3.971
C -2.537 8.177 3.726
C -3.029 8.276 2.317
N -2.114 7.728 1.362
C -2.067 6.304 1.374
C -0.851 5.745 0.678
O -0.715 4.361 0.847
C 0.501 3.816 0.341
H -0.320 8.160 5.230
H -1.564 9.180 6.073
H -0.135 9.876 5.168
H -3.368 8.333 4.414
H -2.257 7.143 3.924
H -3.405 9.261 2.040
H -3.938 7.677 2.273
H -1.232 8.136 1.638
H -2.949 5.857 0.915
H -1.968 5.917 2.388
H -0.021 6.298 1.117
H -0.908 6.036 -0.371
H 0.612 3.862 -0.742
H 0.663 2.752 0.515
H 1.337 4.326 0.819
C 2.509 -2.273 -3.247
O 2.946 -2.768 -4.529
C 2.061 -2.704 -5.597
C 2.339 -3.739 -6.713
N 1.626 -4.976 -6.473
C 2.259 -5.690 -5.398
C 3.669 -6.213 -5.610
O 3.819 -7.370 -4.866
C 5.127 -8.006 -5.048
H 2.276 -1.210 -3.308
H 3.357 -2.400 -2.574
H 1.641 -2.846 -2.921
H 2.031 -1.759 -6.140
H 1.011 -2.769 -5.312
H 3.408 -3.763 -6.923
H 1.882 -3.338 -7.618
H 1.544 -5.565 -7.289
H 1.598 -6.488 -5.061
H 2.360 -5.112 -4.479
H 4.354 -5.433 -5.277
H 3.813 -6.387 -6.676
H 5.383 -8.321 -6.060
H 5.147 -8.844 -4.351
H 5.878 -7.299 -4.696
C -3.670 -2.218 2.846
O -3.007 -3.161 1.960
C -3.562 -3.130 0.633
C -2.868 -4.201 -0.259
N -1.376 -3.908 -0.382
C -0.724 -5.044 -1.005
C 0.800 -5.000 -0.640
O 0.945 -5.047 0.810
C 2.307 -4.857 1.174
H -3.131 -2.079 3.783
H -4.710 -2.521 2.973
H -3.649 -1.256 2.333
H -3.438 -2.125 0.230
H -4.638 -3.287 0.706
H -3.426 -4.259 -1.194
H -3.015 -5.199 0.155
H -1.036 -4.080 0.554
H -0.907 -4.954 -2.076
H -1.091 -6.003 -0.640
H 1.254 -4.149 -1.147
H 1.284 -5.848 -1.124
H 2.731 -3.895 0.885
H 2.918 -5.499 0.540
H 2.433 -4.953 2.253
C -4.278 -9.790 4.946
O -3.664 -8.586 4.564
C -3.501 -8.416 3.166
C -3.030 -6.974 2.732
N -1.876 -6.745 3.550
C -1.337 -5.367 3.431
C -0.084 -5.214 4.319
O -0.574 -5.271 5.617
C 0.384 -4.850 6.579
H -3.738 -10.617 4.484
H -5.299 -10.008 4.632
H -4.290 -9.948 6.024
H -4.409 -8.536 2.574
H -2.829 -9.175 2.766
H -3.759 -6.167 2.805
H -2.819 -7.128 1.673
H -2.058 -7.075 4.486
H -2.152 -4.681 3.659
H -1.092 -5.266 2.373
H 0.436 -4.281 4.103
H 0.667 -5.982 4.130
H -0.116 -5.021 7.532
H 0.593 -3.780 6.559
H 1.374 -5.304 6.559
C 5.753 5.724 -0.028
O 4.361 5.734 0.339
C 3.667 6.844 -0.242
C 3.427 6.628 -1.754
N 2.428 5.558 -1.974
C 2.493 5.133 -3.393
C 1.738 3.787 -3.424
O 2.418 2.744 -2.775
C 1.786 1.501 -2.957
H 6.174 6.656 0.349
H 5.845 5.676 -1.113
H 6.328 4.900 0.394
H 4.298 7.729 -0.157
H 2.801 7.047 0.388
H 4.348 6.425 -2.301
H 2.927 7.517 -2.137
H 2.684 4.757 -1.415
H 3.539 5.075 -3.693
H 1.982 5.922 -3.944
H 1.547 3.455 -4.444
H 0.816 3.730 -2.846
H 1.675 1.279 -4.019
H 0.770 1.378 -2.581
H 2.402 0.686 -2.578
C 6.045 -1.110 -0.234
O 6.292 -1.655 1.087
C 6.380 -3.099 1.174
C 6.222 -3.617 2.575
N 4.792 -3.412 3.021
C 4.679 -3.521 4.468
C 3.283 -3.175 4.903
O 3.217 -1.751 4.853
C 1.874 -1.293 5.056
H 6.077 -0.028 -0.105
H 5.099 -1.413 -0.682
H 6.894 -1.274 -0.898
H 7.359 -3.377 0.785
H 5.566 -3.512 0.577
H 6.867 -2.980 3.180
H 6.609 -4.623 2.738
H 4.588 -2.440 2.837
H 5.310 -2.832 5.028
H 4.912 -4.534 4.796
H 3.159 -3.397 5.963
H 2.536 -3.652 4.268
H 1.090 -1.897 4.597
H 1.822 -0.313 4.582
H 1.787 -1.158 6.134
C -6.751 -2.120 -1.768
O -5.533 -1.627 -2.263
C -5.542 -0.348 -2.831
C -6.129 -0.355 -4.332
N -5.291 -1.152 -5.250
C -5.896 -1.116 -6.586
C -5.630 0.111 -7.430
O -6.425 1.240 -7.037
C -7.789 1.161 -7.411
H -6.498 -2.898 -1.047
H -7.408 -2.612 -2.485
H -7.324 -1.331 -1.279
H -4.511 0.007 -2.840
H -6.187 0.304 -2.242
H -6.310 0.688 -4.592
H -7.181 -0.640 -4.330
H -4.341 -0.814 -5.309
H -6.963 -1.276 -6.432
H -5.468 -1.892 -7.221
H -5.811 -0.094 -8.485
H -4.627 0.492 -7.237
H -8.296 2.098 -7.185
H -8.405 0.479 -6.824
H -7.954 0.886 -8.453
C -3.707 0.902 -0.206
C -3.265 2.032 0.814
O -4.395 2.350 1.585
H -4.274 0.091 0.251
H -2.936 0.600 -0.915
H -4.516 1.282 -0.829
H -2.913 2.911 0.275
H -2.555 1.574 1.502
H -5.076 2.662 0.984
C 6.424 2.926 -2.355
C 5.513 1.848 -3.005
O 6.416 1.111 -3.836
H 5.768 3.599 -1.802
H 6.908 3.609 -3.052
H 7.196 2.503 -1.712
H 4.782 2.387 -3.609
H 4.958 1.265 -2.270
H 5.951 0.407 -4.294
C 0.476 4.949 3.827
C 0.848 4.380 5.246
O 1.427 5.359 5.973
H 1.346 5.125 3.195
H -0.033 5.909 3.907
H -0.197 4.258 3.320
H 1.312 3.395 5.218
H -0.084 4.075 5.722
H 2.381 5.276 5.907
C 0.823 -1.042 1.144
C -0.191 -0.863 0.029
O 0.288 -1.655 -0.990
H 0.828 -2.019 1.626
H 0.562 -0.301 1.899
H 1.829 -0.722 0.873
H -0.261 0.166 -0.323
H -1.225 -1.061 0.311
H -0.201 -2.479 -0.933
```

Output
* charge: 0
* frontier orbital gap: 8.587 eV
* lowest unoccupied orbital energy: 0.017 hartree